Entry from the OMol25 dataset: C10H22AlCl2O3P as an isolated structure in a non-equilibrium geometry (the ωB97M-V functional and the def2-TZVPD basis).

Its strongest force on any atom is 5.71 eV/A. The value obtained for the LUMO energy is -8.6 eV. Its relative energy (zero: lowest compared OMol25 entry of this formula, charge and spin) is 0.179 eV. The calculation puts the gap between HOMO and LUMO at 0.26130 Ha. The value obtained for the HOMO energy is -15.8 eV. The calculation puts the total energy at -2123.6272 Eh. As for the charge: +2.

Last column: Löwdin charge in e.
Element x y z (Å)
C 5.4696 3.2103 -0.7201  -0.071
C 4.0927 2.7524 -0.3693  -0.839
H 6.1905 2.7679 -0.0318  0.096
H 5.5246 4.3017 -0.6653  0.095
H 5.7017 2.9015 -1.7453  0.099
O 3.7504 1.9329 0.4454  0.001
Cl 2.8897 3.5843 -1.3571  0.650
Al -0.0142 0.2085 0.2019  -0.020
P 0.6197 -1.6355 -1.0727  0.771
C 0.8158 -3.3496 -0.4933  -0.202
C -0.6299 -1.7528 -2.3890  -0.208
H 2.1616 -0.2322 -2.2935  0.061
H 2.3325 -1.9695 -2.7472  0.084
H 3.0181 -1.3528 -1.2113  0.073
C 2.1856 -1.2628 -1.9195  -0.196
H -0.8005 -0.7572 -2.8133  0.065
H -0.2828 -2.4455 -3.1649  0.082
H 1.0509 -4.0049 -1.3478  0.089
H -0.1165 -3.6890 -0.0199  0.070
H -1.5736 -2.1178 -1.9680  0.058
H 1.6261 -3.4082 0.2457  0.066
C 0.6551 -1.0311 1.8070  0.105
O 0.7926 -1.7901 2.6669  0.258
Cl -0.0422 1.9786 -0.9282  0.456
C -3.4342 -1.1111 2.1298  -0.035
C -2.9207 -0.6395 0.7847  -0.177
O -1.7957 0.2887 0.9558  -0.296
C -2.1601 1.5061 1.7129  -0.191
C -3.3920 2.1402 1.1348  -0.035
H -2.6241 -1.4413 2.7977  0.096
H -4.1127 -1.9573 1.9507  0.110
H -4.0334 -0.3437 2.6420  0.097
H -2.5540 -1.4660 0.1705  0.116
H -3.6984 -0.1020 0.2314  0.130
H -2.3004 1.1834 2.7436  0.133
H -1.2856 2.1567 1.6617  0.108
H -4.2659 1.4897 1.1867  0.085
H -3.6336 3.0421 1.6948  0.114
H -3.2070 2.4150 0.0938  0.101